Entry from OMol25: a cluster of 4 separate species, C2H9O5 in total at a distorted geometry (ωB97M-V with the def2-TZVPD basis set).

XYZ file:
```
16
Properties=species:S:1:pos:R:3:mulliken_charge:R:1
O 0.063 -0.694 0.376 -0.807
C 0.863 -1.196 -0.515 0.473
O 1.594 -2.166 -0.327 -0.699
C 0.736 -0.615 -1.958 -0.850
H 0.910 -1.370 -2.727 0.329
H -0.234 -0.279 -2.025 0.219
H 1.512 0.078 -2.319 0.242
H 1.041 0.629 0.609 0.399
H 1.103 1.631 1.714 0.296
O 1.256 1.518 0.774 -0.659
H -0.704 0.047 1.880 0.471
H -2.186 0.555 2.192 0.282
O -1.318 0.244 2.602 -0.688
H -2.089 1.078 -1.068 0.316
H -1.722 2.354 -1.276 0.322
O -2.498 1.866 -1.192 -0.647
```

Its gap between HOMO and LUMO is 8.701 eV. The calculation puts the total energy at -457.86569 Ha. Its energy relative to the best compared isomer or geometry (same formula, charge and spin) is 24.9 kcal/mol. For the HOMO energy, the calculation gives -0.18060 hartree. As for the total charge: -1.